No. 1
Density functional theory data (ωB97M-V/def2-TZVPD) for 9 unconnected molecules or ions with the total composition C26H62N8O10 in a non-equilibrium geometry.

Its SMILES is CN(C)C=O.CN(C)C=O.CN(C)C=O.CN(C)C=O.CN(C)C=O.CN(C)C=O.CN(C)C=O.CN(C)C=O.OCCO. Its spin multiplicity is 1.

XYZ file:
```
106
Properties=species:S:1:pos:R:3:forces:R:3
C 3.5602 1.6285 -5.4736 -0.3750 -0.4383 2.7529
N 4.1462 0.6525 -4.4954 -0.1955 -0.5148 -0.0592
C 5.5967 0.6057 -4.2733 -0.6821 2.3695 0.1202
C 3.3566 -0.2409 -3.8867 -0.7967 -0.3232 0.0465
O 2.1545 -0.4051 -4.0822 0.2803 0.5112 -0.1265
H 3.3599 2.5350 -4.8962 0.4260 0.3778 -0.3210
H 2.5529 1.3522 -5.7804 0.3947 -0.6698 -0.3261
H 4.2784 1.7562 -6.2297 0.5438 0.3791 -1.2234
H 6.0633 0.4792 -5.2117 0.7337 -0.2415 -1.1071
H 5.9493 1.5640 -3.8516 -0.2448 -0.0614 -0.3181
H 6.0047 -0.0868 -3.5799 -0.5565 -1.1719 0.5717
H 3.8558 -0.8641 -3.1375 0.4113 -0.0174 0.0168
C -6.2988 -5.9683 -0.5698 1.3177 0.1725 -0.3343
N -5.0038 -5.2882 -0.5768 0.5456 0.0068 0.6647
C -4.1261 -5.4854 -1.7204 -1.3774 -0.0080 -1.9193
C -4.5704 -4.5321 0.4800 -1.0984 -0.9441 -0.7711
O -3.4599 -4.0749 0.5238 0.9809 0.7012 0.4919
H -6.6790 -5.9194 0.4501 -0.1866 -0.5480 -0.2007
H -6.1862 -6.9632 -1.0491 -0.0940 0.2676 0.9559
H -6.9282 -5.4270 -1.2260 -1.1406 0.5670 -0.5817
H -4.2393 -6.5018 -2.1167 0.3226 -0.1844 0.6152
H -4.4928 -4.9246 -2.6304 0.2729 0.0840 1.0171
H -3.0892 -5.2312 -1.5843 0.1304 0.0505 0.5372
H -5.3477 -4.3529 1.2742 0.4311 -0.2969 -0.4558
C 4.1682 4.6348 0.1280 0.5961 2.2693 0.7317
N 3.9845 3.4057 -0.5485 0.9043 -0.9909 0.7775
C 2.9137 3.2649 -1.5057 0.8971 -1.0322 -0.0643
C 4.8495 2.3539 -0.3040 -1.9812 0.0546 -1.6095
O 4.7562 1.2859 -0.9030 0.4715 0.5292 0.7062
H 4.2949 5.5000 -0.5804 0.4687 -0.8414 0.3674
H 5.0353 4.5820 0.8578 -0.9193 0.1030 -1.0292
H 3.2988 5.0002 0.7014 0.1181 -0.6606 -0.0691
H 2.7506 2.1926 -1.5493 -0.1069 -0.1726 -0.5329
H 1.9909 3.6906 -1.1941 -0.5132 0.7320 0.5758
H 3.1743 3.6600 -2.4822 0.0365 0.0187 -0.1153
H 5.5795 2.5796 0.4643 0.4146 0.0020 0.2877
C 0.2016 -0.2305 5.2284 0.1844 0.7147 -2.0049
N -0.9802 0.5843 4.8852 0.3470 -0.2393 0.3457
C -2.1583 -0.0920 4.3647 -0.8821 1.0142 0.3098
C -0.8350 1.9107 4.6910 -0.5316 -0.5862 -0.1643
O -1.6969 2.6451 4.2141 -0.1051 -0.0744 0.0148
H 0.7021 -0.5066 4.2549 -0.2168 0.2185 1.0164
H -0.0487 -1.1459 5.7215 -0.4703 -0.3490 0.4648
H 0.8629 0.3603 5.8500 0.1941 0.0018 0.0529
H -2.2015 -1.0966 4.6873 0.5984 -1.2891 0.3168
H -3.0780 0.3059 4.8462 0.5299 0.3540 -0.7443
H -2.1730 -0.0827 3.2733 -0.2151 0.2400 0.1544
H 0.1288 2.3176 4.9729 0.4832 0.0176 0.2665
C -3.7132 1.3456 0.5700 -0.1087 -0.6832 0.9786
N -4.4231 0.1251 0.0726 0.4122 1.8845 0.3767
C -4.2651 -1.0695 0.8864 -0.9313 1.0012 -0.1231
C -5.3017 0.1990 -0.9544 0.2017 0.8270 0.4032
O -5.6570 1.1948 -1.5659 0.4277 -0.3986 0.3263
H -2.6643 1.0337 0.5964 -0.0025 0.4292 0.2356
H -4.0202 1.6188 1.6390 0.2422 -0.4603 -1.4081
H -3.8071 2.2427 -0.0591 -0.3129 -0.6899 0.0025
H -3.2463 -1.2407 1.1268 1.0065 0.0430 0.2503
H -4.8382 -0.9782 1.8248 0.0905 -0.1694 -0.2681
H -4.5746 -1.9057 0.3021 -0.4358 -0.6251 -0.1853
H -5.6671 -0.7848 -1.1706 -0.5883 -0.9659 -0.4733
C -0.8413 1.5547 -1.6937 0.0139 0.6030 0.8219
N -0.3168 2.7967 -2.2778 0.5003 -0.6983 -0.4603
C -0.7525 4.0564 -1.7321 -1.1172 -0.3528 1.6066
C 0.6335 2.8024 -3.2617 -1.1238 0.7337 0.2744
O 1.0594 3.8472 -3.7417 0.1176 -0.5550 0.0467
H -0.6972 1.5171 -0.5745 -0.0448 0.2868 -1.1575
H -0.2901 0.7044 -2.1097 -0.4990 0.1991 -0.1520
H -1.9347 1.5335 -1.8525 0.4726 -0.4159 -0.1748
H -1.2713 4.7290 -2.3944 0.2188 0.0954 -0.7670
H -1.4946 3.8630 -0.9195 0.6679 -0.1082 -0.4926
H 0.0786 4.5550 -1.2567 0.2708 0.4773 -0.0058
H 0.9330 1.8049 -3.6064 0.0967 -0.1357 0.0529
C 1.5588 -4.3284 2.8062 -0.0125 -0.2183 -2.2295
N 1.7787 -4.0148 1.3300 -0.2010 -1.1320 0.7647
C 3.1480 -3.6300 0.9157 -0.1418 0.1597 1.5962
C 0.8900 -4.5108 0.3776 0.5345 0.5899 1.3914
O 1.1017 -4.5140 -0.8077 0.2839 -0.0387 -0.6497
H 1.8593 -3.4889 3.4064 -0.0480 0.3553 0.2218
H 2.0742 -5.2303 3.1274 0.5417 0.0117 -0.1668
H 0.5174 -4.5832 2.9259 -0.4734 0.4026 0.1345
H 3.4521 -4.0864 -0.0052 -0.2020 -0.0654 -0.6127
H 3.2371 -2.5419 0.8989 -0.0672 -0.0080 -0.4263
H 3.8898 -3.9341 1.6813 -0.5671 -0.1637 -0.2200
H -0.0927 -4.8426 0.7736 0.3795 0.0605 0.2860
C 1.4561 -1.0784 -1.0561 -1.1905 0.9124 -0.1406
N 0.2941 -0.9051 -0.1960 -0.7335 -0.4953 1.1961
C -0.8601 -1.7672 -0.4931 0.1826 0.0812 0.2999
C 0.4907 -0.3022 1.0161 0.1503 -1.2209 -2.4314
O -0.2997 -0.2145 1.9202 -0.4067 0.1939 0.8125
H 1.7542 -2.1089 -1.0164 0.5266 -0.3819 -0.3219
H 2.1848 -0.3650 -0.7164 0.8567 -0.0657 0.2065
H 1.2202 -0.7309 -2.0600 0.0074 -0.5611 -0.2259
H -1.5259 -1.3101 -1.2184 0.0216 0.0744 -0.3308
H -0.4616 -2.7040 -0.8595 -0.0895 -0.1060 -0.4851
H -1.4878 -2.0474 0.3550 0.4356 0.4474 0.3308
H 1.5199 0.0493 0.9319 0.3580 0.7714 1.1485
O -1.0866 3.1042 1.5381 -0.9016 0.5041 0.4665
C 0.2867 2.9671 1.6584 1.6599 -0.7716 -0.4141
C 1.0443 4.2137 2.1622 -0.9708 -1.0758 0.1257
O 0.8161 4.3880 3.5723 0.4170 0.2240 -0.2741
H -1.4865 2.9970 2.4300 0.1720 0.0171 -0.4116
H 0.5289 2.1753 2.3689 0.0473 -0.3294 -0.0259
H 0.6485 2.6206 0.6471 0.0106 0.5332 0.8548
H 0.6240 4.9901 1.5672 -0.1947 1.3240 -0.2541
H 2.1302 4.1672 1.9513 -0.6625 -0.2351 0.5771
H -0.1105 4.5939 3.7900 0.3567 -0.2171 -0.6005
```
Forces are in eV/Å.

=====

No. 2
Density functional theory data (ωB97M-V/def2-TZVPD) for a molecular structure, C26H63ClF5InO13P in a non-equilibrium geometry.

Its spin multiplicity is 1. As for the net charge: -1.

XYZ file:
```
110
Properties=species:S:1:pos:R:3:forces:R:3
O 3.5919 5.4087 -1.6497 -0.7977 0.4736 -0.5828
P 3.8429 5.5098 -3.3141 0.8957 -0.7649 0.0259
Cl 1.9466 5.4985 -4.2934 -0.0414 0.2344 0.4339
In 4.8928 7.8445 -3.6573 -0.4109 0.5869 -0.1966
C 6.9832 7.3468 -4.4487 -1.5439 0.2820 1.4257
F 7.4974 8.4320 -5.0781 0.5207 0.5850 -0.8547
F 6.9873 6.2970 -5.2944 0.2864 -0.7201 -1.0239
C 7.9582 7.0242 -3.3475 -0.2007 1.1128 -1.8024
F 9.1945 6.8476 -3.7770 1.7523 -0.5171 -0.8190
F 8.0153 8.0122 -2.5063 0.0474 2.0903 1.7044
F 7.6104 5.9764 -2.6975 -0.9631 -2.8442 1.3990
H 3.1539 6.2187 -1.3487 0.2617 -0.1350 0.1986
H 5.0487 8.7306 -2.1344 -0.0449 -0.2226 -0.0646
H 4.0421 8.7894 -4.8961 0.1968 -0.2203 0.1374
C 2.3525 -0.6726 0.3661 -0.0685 0.0110 0.0672
O 2.5796 0.6150 0.9076 0.0976 -0.1359 -0.1018
C 3.8514 1.1502 0.5499 -0.1357 0.2277 0.2008
C 3.7412 2.1666 -0.5642 0.3216 -0.0960 -0.2294
O 3.3357 1.5608 -1.7804 -0.2402 -0.1469 0.2046
C 1.9655 1.7943 -2.0623 0.0494 0.1384 -0.1488
H 1.3017 -0.9189 0.5234 -0.0002 0.0359 0.0280
H 2.5632 -0.7014 -0.7051 0.0183 0.0015 0.0009
H 2.9711 -1.4167 0.8826 0.0101 -0.0419 -0.0746
H 4.5398 0.3475 0.2687 -0.0222 -0.0237 -0.0377
H 4.2541 1.6452 1.4403 0.0207 -0.0077 -0.0186
H 4.7276 2.6077 -0.7363 -0.0211 0.0661 0.0413
H 3.0608 2.9748 -0.2868 0.0035 0.0159 0.0126
H 1.8200 2.8410 -2.3477 -0.0923 -0.0100 0.0182
H 1.3305 1.5524 -1.2049 0.0015 0.0065 0.0048
H 1.6798 1.1598 -2.9004 0.0835 -0.0049 -0.0199
C 11.8700 4.1097 -0.1814 -0.0163 -0.0386 -0.0240
O 11.0389 3.0523 0.2617 0.0500 0.1069 0.0481
C 10.6271 3.1899 1.6126 -0.0556 -0.2887 -0.1508
C 9.2102 3.7106 1.7175 0.0063 0.2980 0.1868
O 9.1094 5.0443 1.2542 0.0385 -0.1076 -0.1136
C 8.5557 5.1467 -0.0534 -0.0077 0.0318 0.1045
H 11.9751 4.0177 -1.2610 -0.0152 -0.0507 0.0081
H 11.4367 5.0859 0.0473 0.0099 0.0029 0.0155
H 12.8631 4.0341 0.2773 -0.0005 0.0629 0.0123
H 11.3115 3.8442 2.1616 -0.0105 0.0503 -0.0053
H 10.6734 2.1939 2.0672 -0.0046 0.0268 0.0262
H 8.9138 3.7097 2.7727 0.0032 -0.0595 -0.0075
H 8.5229 3.0557 1.1732 0.0282 -0.0243 -0.0426
H 7.4849 4.9226 -0.0324 0.0008 -0.0207 -0.0731
H 9.0557 4.4750 -0.7542 -0.0211 -0.0128 -0.0043
H 8.6890 6.1704 -0.3917 0.0006 0.0302 0.0845
C -4.6006 -2.8408 -1.0565 0.0228 -0.1125 0.0525
O -3.9860 -3.1519 0.1837 0.0029 0.1145 -0.0239
C -2.6113 -3.4865 0.0646 -0.1516 -0.0830 0.2782
C -1.7157 -2.3407 0.4795 0.2098 0.0549 -0.2681
O -1.8224 -1.2478 -0.4199 -0.1536 -0.0182 0.0757
C -2.6275 -0.1953 0.0824 0.0848 0.0515 0.0132
H -5.5826 -2.4178 -0.8470 -0.0052 -0.0455 0.0464
H -4.0194 -2.1120 -1.6261 0.0232 -0.0116 0.0003
H -4.7321 -3.7497 -1.6488 -0.0041 0.0752 -0.1171
H -2.3776 -3.8020 -0.9568 0.0095 0.0456 -0.0291
H -2.4269 -4.3359 0.7316 0.0355 -0.0017 -0.0254
H -0.6748 -2.6806 0.4535 -0.0173 -0.0272 0.0423
H -1.9409 -2.0256 1.5026 -0.0291 -0.0046 0.0107
H -2.1030 0.3280 0.8896 -0.0727 0.0098 0.0390
H -3.5881 -0.5649 0.4505 0.0075 -0.0063 0.0288
H -2.8102 0.5058 -0.7305 0.0804 -0.0288 -0.0348
C -1.6682 0.8171 4.3706 -0.0132 -0.0714 -0.0963
O -0.5475 0.1537 3.8180 -0.0433 0.1388 0.1516
C 0.5388 1.0393 3.5444 -0.0213 -0.3434 -0.1827
C 1.6144 0.9391 4.5989 0.0360 0.3274 0.0775
O 1.1650 1.4129 5.8651 -0.0660 -0.1550 0.0004
C 0.8323 0.3716 6.7617 0.0310 0.0760 -0.0090
H -2.3714 0.0603 4.7178 0.0270 -0.0414 -0.0525
H -1.3909 1.4528 5.2154 0.0210 0.0227 -0.0161
H -2.1598 1.4273 3.6041 -0.0430 0.0688 0.0755
H 0.1817 2.0695 3.4575 -0.0055 0.0193 0.0582
H 0.9660 0.7486 2.5834 0.0365 0.0645 -0.0026
H 2.4572 1.5688 4.2994 0.0026 -0.0339 -0.0324
H 1.9739 -0.0912 4.6787 -0.0318 -0.0294 -0.0039
H 1.7376 -0.1375 7.1121 -0.0367 -0.0688 -0.0002
H 0.1611 -0.3583 6.3018 0.0185 -0.0232 -0.0045
H 0.3304 0.8193 7.6188 0.0338 0.0420 -0.0076
C -9.2965 -5.0169 -4.9020 0.0089 -0.0474 -0.0384
O -8.1712 -5.6463 -5.4878 -0.0271 0.1083 0.0973
C -7.1072 -4.7466 -5.7641 0.0022 -0.2917 -0.1301
C -6.0106 -4.8411 -4.7272 0.0704 0.3611 0.0742
O -6.4499 -4.3832 -3.4567 -0.1151 -0.2248 -0.0257
C -6.7518 -5.4442 -2.5632 0.0045 0.1099 0.0662
H -9.9717 -5.7993 -4.5586 0.0214 -0.0316 -0.0437
H -9.0133 -4.3964 -4.0485 0.0035 0.0223 -0.0111
H -9.8198 -4.4014 -5.6421 -0.0099 0.0497 0.0470
H -7.4769 -3.7194 -5.8325 0.0021 0.0226 0.0435
H -6.6945 -5.0230 -6.7397 0.0117 0.0338 0.0084
H -5.1806 -4.1964 -5.0346 0.0029 -0.0328 -0.0271
H -5.6347 -5.8663 -4.6610 -0.0423 -0.0323 -0.0081
H -5.8282 -5.9349 -2.2348 -0.0393 -0.0839 0.0046
H -7.4115 -6.1825 -3.0248 0.0261 -0.0210 -0.0198
H -7.2507 -5.0234 -1.6907 0.0544 0.0471 -0.0004
C -8.3689 -3.5186 1.1076 0.0084 -0.0364 -0.0706
O -7.8407 -4.8290 1.0049 -0.0419 0.0871 0.1090
C -6.6638 -5.0188 1.7827 -0.0530 -0.1968 -0.2345
C -6.9561 -5.7712 3.0610 0.1270 0.1881 0.2000
O -7.7629 -5.0095 3.9491 -0.1150 -0.0515 -0.1029
C -9.1215 -5.4057 3.9475 0.0536 0.0256 0.0444
H -9.3530 -3.5204 0.6401 0.0216 -0.0407 -0.0355
H -8.4737 -3.2062 2.1492 0.0273 0.0131 0.0057
H -7.7290 -2.8049 0.5772 -0.0065 0.0485 0.0576
H -6.1840 -4.0610 1.9987 0.0130 0.0047 0.0133
H -5.9701 -5.6100 1.1767 0.0454 0.0378 0.0271
H -6.0103 -5.9699 3.5749 0.0018 -0.0212 -0.0331
H -7.4287 -6.7328 2.8384 -0.0324 0.0048 -0.0315
H -9.2388 -6.3756 4.4441 -0.0514 -0.0204 -0.0495
H -9.5230 -5.4665 2.9329 0.0009 -0.0274 -0.0052
H -9.6852 -4.6585 4.5043 0.0478 0.0064 0.0312
```
Forces are in eV/Å.

=====

Calculated values (hartree) of E_HOMO for the records, taken in order: -0.324, -0.161.
Calculated values (eV) of gap between HOMO and LUMO for the records, taken in order: 9.2, 6.1.